Entry 1:
Formula: C4H10BO6P
Source: the Open Molecules 2025 dataset
Level of theory: ωB97M-V/def2-TZVPD

Output
lowest unoccupied orbital energy = 0.49 eV
SMILES string = C[C@@H]1COC(=O)O1.OPB(O)O
electronic energy = -26562.261 eV
spin multiplicity = 1

Bonds (Å) are listed after each position.
CARTESIAN COORDINATES (ANGSTROEM)
1 O 1.70 -2.42 0.24  P2 1.688, H6 0.958
2 P 0.55 -2.44 -0.99  O1 1.688, B3 1.953, H7 1.416
3 B 1.43 -1.42 -2.41  P2 1.953, O4 1.380, O5 1.391
4 O 0.60 -0.63 -3.17  B3 1.380, H8 0.961
5 O 2.80 -1.45 -2.61  B3 1.391, H9 0.960
6 H 2.03 -1.52 0.29  O1 0.958
7 H 0.48 -3.77 -1.49  P2 1.416
8 H 0.85 0.29 -3.03  O4 0.961
9 H 3.22 -0.86 -1.97  O5 0.960
10 C -2.21 0.89 2.37  C11 1.509, H17 1.090, H18 1.089, H19 1.090
11 C -1.21 1.53 1.43  C10 1.509, C12 1.512, O16 1.443, H20 1.093
12 C -1.27 1.02 0.01  C11 1.512, O13 1.436, H21 1.087, H22 1.093
13 O 0.09 1.18 -0.42  C12 1.436, C14 1.350
14 C 0.88 1.11 0.68  O13 1.350, O15 1.189, O16 1.343
15 O 2.06 0.99 0.65  C14 1.189
16 O 0.14 1.18 1.80  C11 1.443, C14 1.343
17 H -2.00 -0.18 2.48  C10 1.090
18 H -2.15 1.34 3.36  C10 1.089
19 H -3.22 1.01 2.00  C10 1.090
20 H -1.30 2.61 1.47  C11 1.093
21 H -1.94 1.59 -0.62  C12 1.087
22 H -1.53 -0.04 -0.05  C12 1.093

***

Entry 2:
Formula: C16H64O16
Source: the Open Molecules 2025 dataset
Level of theory: ωB97M-V/def2-TZVPD

Output
lowest unoccupied orbital energy = -0.09 eV
relative energy (zero: lowest compared OMol25 entry of this formula, charge and spin) = 200.0 kcal per mole
electronic energy = -50380.495 eV
spin multiplicity = 1

Bonds (Å) are listed after each position.
CARTESIAN COORDINATES (ANGSTROEM)
1 C -0.97 -0.67 -0.70  O2 1.391, H3 1.090, H4 1.090, H5 1.090
2 O 0.39 -0.69 -0.39  C1 1.391, H6 0.960
3 H -1.38 0.34 -0.61  C1 1.090
4 H -1.21 -1.13 -1.66  C1 1.090
5 H -1.49 -1.19 0.11  C1 1.090
6 H 0.73 0.21 -0.37  O2 0.960
7 C -2.52 -3.82 -4.13  O8 1.367, H9 1.090, H10 1.090, H11 1.090
8 O -2.71 -4.86 -5.00  C7 1.367, H12 0.960
9 H -3.23 -3.99 -3.32  C7 1.090
10 H -1.59 -3.61 -3.60  C7 1.090
11 H -2.74 -2.82 -4.49  C7 1.090
12 H -2.30 -5.60 -4.54  O8 0.960
13 C -1.06 -6.32 0.32  O14 1.403, H15 1.090, H16 1.090, H17 1.090
14 O 0.00 -6.31 -0.60  C13 1.403, H18 0.960
15 H -2.01 -5.95 -0.06  C13 1.090
16 H -1.17 -7.31 0.78  C13 1.090
17 H -0.66 -5.54 0.96  C13 1.090
18 H 0.69 -6.90 -0.26  O14 0.960
19 C 3.66 0.06 -1.79  O20 1.382, H21 1.090, H22 1.090, H23 1.090
20 O 2.35 0.19 -2.21  C19 1.382, H24 0.960
21 H 4.31 0.60 -2.47  C19 1.090
22 H 3.85 0.45 -0.79  C19 1.090
23 H 3.88 -1.01 -1.80  C19 1.090
24 H 1.79 -0.43 -1.73  O20 0.960
25 C 2.79 -3.88 -1.69  O26 1.427, H27 1.090, H28 1.090, H29 1.090
26 O 3.83 -4.10 -0.75  C25 1.427, H30 0.960
27 H 3.23 -3.47 -2.60  C25 1.090
28 H 2.24 -4.80 -1.90  C25 1.090
29 H 2.08 -3.13 -1.35  C25 1.090
30 H 4.67 -3.67 -0.96  O26 0.960
31 C -5.71 -2.88 -5.26  O32 1.453, H33 1.090, H34 1.090, H35 1.090
32 O -6.90 -2.17 -5.71  C31 1.453, H36 0.960
33 H -5.80 -3.90 -4.90  C31 1.090
34 H -5.11 -3.11 -6.15  C31 1.090
35 H -4.93 -2.30 -4.77  C31 1.090
36 H -6.74 -1.74 -6.55  O32 0.960
37 C -2.54 -5.16 4.00  O38 1.401, H39 1.090, H40 1.090, H41 1.090
38 O -3.71 -5.92 3.94  C37 1.401, H42 0.960
39 H -2.02 -5.12 3.05  C37 1.090
40 H -2.63 -4.13 4.36  C37 1.090
41 H -1.85 -5.64 4.69  C37 1.090
42 H -4.15 -5.66 3.13  O38 0.960
43 C 1.94 -3.01 2.24  O44 1.438, H45 1.090, H46 1.090, H47 1.090
44 O 3.34 -3.02 1.91  C43 1.438, H48 0.960
45 H 1.74 -3.01 3.31  C43 1.090
46 H 1.61 -2.07 1.78  C43 1.090
47 H 1.42 -3.86 1.80  C43 1.090
48 H 3.47 -3.35 1.02  O44 0.960
49 C -0.09 5.39 2.47  O50 1.415, H51 1.090, H52 1.090, H53 1.090
50 O -1.21 4.56 2.20  C49 1.415, H54 0.960
51 H 0.17 6.01 1.61  C49 1.090
52 H -0.24 6.17 3.22  C49 1.090
53 H 0.83 4.83 2.61  C49 1.090
54 H -1.07 3.79 2.75  O50 0.960
55 C 2.53 4.53 -1.99  O56 1.383, H57 1.090, H58 1.090, H59 1.090
56 O 2.41 4.31 -3.35  C55 1.383, H60 0.960
57 H 3.35 3.93 -1.60  C55 1.090
58 H 2.80 5.58 -1.87  C55 1.090
59 H 1.61 4.34 -1.44  C55 1.090
60 H 2.26 3.37 -3.50  O56 0.960
61 C -4.82 4.18 3.61  O62 1.427, H63 1.090, H64 1.090, H65 1.090
62 O -4.79 2.98 2.83  C61 1.427, H66 0.960
63 H -4.17 4.06 4.48  C61 1.090
64 H -4.58 5.08 3.04  C61 1.090
65 H -5.82 4.37 3.99  C61 1.090
66 H -3.92 2.83 2.46  O62 0.960
67 C -0.64 2.93 5.20  O68 1.405, H69 1.090, H70 1.090, H71 1.090
68 O -0.99 2.42 3.94  C67 1.405, H72 0.960
69 H 0.37 2.69 5.52  C67 1.090
70 H -0.67 4.02 5.11  C67 1.090
71 H -1.15 2.67 6.13  C67 1.090
72 H -1.42 1.57 4.00  O68 0.960
73 C 4.97 3.85 1.09  O74 1.400, H75 1.090, H76 1.090, H77 1.090
74 O 6.18 3.50 1.72  C73 1.400, H78 0.960
75 H 5.26 4.27 0.13  C73 1.090
76 H 4.28 3.02 1.02  C73 1.090
77 H 4.39 4.58 1.66  C73 1.090
78 H 6.65 4.28 2.02  O74 0.960
79 C -1.50 3.62 -1.43  O80 1.409, H81 1.090, H82 1.090, H83 1.090
80 O -0.68 3.03 -0.45  C79 1.409, H84 0.960
81 H -1.03 4.38 -2.05  C79 1.090
82 H -1.95 2.84 -2.03  C79 1.090
83 H -2.29 4.10 -0.85  C79 1.090
84 H -1.02 3.31 0.40  O80 0.960
85 C 2.19 0.84 3.48  O86 1.415, H87 1.090, H88 1.090, H89 1.090
86 O 2.60 0.90 4.83  C85 1.415, H90 0.960
87 H 1.10 0.89 3.43  C85 1.090
88 H 2.58 1.64 2.84  C85 1.090
89 H 2.32 -0.10 2.94  C85 1.090
90 H 2.28 1.75 5.17  O86 0.960
91 C 0.80 1.27 -5.23  O92 1.434, H93 1.090, H94 1.090, H95 1.090
92 O 1.64 1.93 -4.28  C91 1.434, H96 0.960
93 H -0.17 1.04 -4.79  C91 1.090
94 H 0.61 2.01 -6.01  C91 1.090
95 H 1.31 0.46 -5.75  C91 1.090
96 H 1.89 1.35 -3.56  O92 0.960

***

Entry 3:
Formula: C2H3NO2
Source: the Open Molecules 2025 dataset
Level of theory: ωB97M-V/def2-TZVPD

Output
lowest unoccupied orbital energy = 0.81 eV
SMILES string = O=C1CON1
relative energy (zero: lowest compared OMol25 entry of this formula, charge and spin) = 73.7 kcal per mole
electronic energy = -7704.646 eV
spin multiplicity = 1

Bonds (Å) are listed after each position.
CARTESIAN COORDINATES (ANGSTROEM)
1 C 0.54 0.63 -0.01  C2 1.479, N3 1.383, O4 1.180
2 C 0.19 -0.75 -0.42  C1 1.479, O5 1.433, H6 1.116, H7 1.023
3 N -0.76 0.86 0.40  C1 1.383, O5 1.467, H8 1.018
4 O 1.58 1.18 -0.05  C1 1.180
5 O -1.17 -0.48 -0.05  C2 1.433, N3 1.467
6 H 0.09 -1.12 -1.47  C2 1.116
7 H 0.48 -1.48 0.24  C2 1.023
8 H -0.95 1.16 1.36  N3 1.018

***

Entry 4:
Formula: C4H6
Source: the Open Molecules 2025 dataset
Level of theory: ωB97M-V/def2-TZVPD

Output
lowest unoccupied orbital energy = 0.95 eV
SMILES string = C=C1CC1
relative energy (zero: lowest compared OMol25 entry of this formula, charge and spin) = 55.3 kcal per mole
electronic energy = -4241.562 eV
spin multiplicity = 1

Bonds (Å) are listed after each position.
CARTESIAN COORDINATES (ANGSTROEM)
1 C 0.03 -0.35 0.08  C2 1.501, C3 1.427, C4 1.463
2 C -0.20 -1.82 -0.08  C1 1.501, H5 1.009, H6 1.031
3 C 0.16 0.81 -0.75  C1 1.427, C4 1.527, H7 1.013, H8 1.104
4 C -0.15 0.94 0.74  C1 1.463, C3 1.527, H9 1.188, H10 1.086
5 H -0.24 -2.20 0.86  C2 1.009
6 H 0.09 -2.31 -0.94  C2 1.031
7 H 1.03 1.18 -1.13  C3 1.013
8 H -0.56 0.97 -1.57  C3 1.104
9 H -1.16 1.32 1.24  C4 1.188
10 H 0.62 1.33 1.40  C4 1.086